{"formula": "C7H13Cl12O4P", "method": "wB97M-V/def2-TZVPD", "symbols": ["C", "O", "P", "O", "O", "C", "O", "C", "H", "H", "H", "H", "H", "H", "H", "H", "H", "Cl", "C", "Cl", "Cl", "H", "Cl", "C", "Cl", "Cl", "H", "Cl", "C", "Cl", "Cl", "H", "Cl", "C", "Cl", "Cl", "H"], "xyz": [[0.929276, -3.857303, 1.694333], [0.587104, -4.099368, 0.326618], [-0.106029, -2.946771, -0.524659], [-0.737190, -1.881308, 0.257778], [-0.997256, -3.760250, -1.555817], [-2.197744, -4.330436, -0.996394], [1.095011, -2.490874, -1.496919], [0.848806, -1.359213, -2.308289], [1.783903, -4.488026, 1.929574], [0.065522, -4.106907, 2.297183], [1.287325, -2.837087, 1.819766], [-1.938638, -5.215617, -0.419480], [-2.832765, -4.618891, -1.828943], [-2.719864, -3.591281, -0.391657], [1.784176, -0.871599, -2.553022], [0.171416, -0.677829, -1.784557], [0.338937, -1.510774, -3.268219], [-0.745826, 5.431094, 2.359754], [1.015289, 5.558917, 2.317671], [1.764242, 4.291048, 3.272867], [1.506580, 7.148199, 2.947514], [1.305573, 5.495726, 1.277886], [3.324103, 1.862045, 1.287775], [2.681676, 0.764860, 2.483241], [3.783246, -0.601662, 2.754086], [1.089410, 0.201786, 2.066054], [2.631277, 1.349796, 3.394991], [1.735989, 1.879428, -3.044502], [1.186665, 2.484699, -1.447086], [-0.519820, 2.138336, -1.229788], [1.568928, 4.202901, -1.270331], [1.747514, 1.929934, -0.708313], [-4.714916, -0.002994, -1.424462], [-4.187957, 1.677805, -1.593128], [-3.935415, 2.459061, -0.001812], [-5.359209, 2.631244, -2.534152], [-3.239339, 1.741312, -2.105562]], "forces_ev_per_a": [[0.58, 0.07, -0.20], [-0.29, 0.28, -0.51], [1.41, -0.40, -0.68], [-0.17, -0.09, -0.09], [-0.28, 0.20, 0.47], [-0.05, -0.02, -0.31], [-0.69, -0.58, 0.42], [-0.67, 1.18, -0.37], [-0.19, -0.29, -0.01], [0.04, 0.20, 0.36], [-0.40, 0.14, 0.21], [-0.04, 0.01, 0.13], [0.05, 0.00, -0.05], [0.00, -0.04, 0.11], [0.19, -0.04, 0.32], [0.39, 0.23, 0.14], [0.13, -0.90, 0.15], [0.00, -0.12, -0.03], [-0.36, 0.54, 0.26], [0.04, -0.09, -0.05], [0.04, -0.16, -0.19], [0.23, -0.15, 0.07], [0.37, 0.20, -0.56], [0.19, -0.04, 0.58], [-0.07, 0.14, -0.01], [-0.33, -0.10, -0.21], [-0.07, -0.26, 0.11], [-0.10, 0.37, 0.32], [0.22, -0.31, -0.60], [0.00, 0.19, 0.17], [-0.12, -0.19, -0.01], [-0.07, 0.06, 0.10], [0.23, 0.41, -0.05], [-0.34, 0.49, 0.38], [-0.08, -0.36, -0.34], [0.19, -0.27, 0.11], [0.01, -0.29, -0.12]], "mulliken_charge": [-0.384, -0.358, 1.138, -0.617, -0.360, -0.708, -0.397, -0.444, 0.250, 0.255, 0.105, 0.280, 0.249, 0.326, 0.270, 0.110, 0.326, -0.116, 0.408, -0.102, -0.136, -0.042, -0.116, 0.056, -0.146, -0.037, 0.242, -0.165, 0.611, -0.073, -0.146, -0.271, -0.107, 0.272, -0.126, -0.130, 0.083], "de_lowest_kcal_mol": 0.0, "energy_ha": -6439.20952, "molar_mass_da": 617.59, "e_lumo_ev": 0.3626, "smiles": "COP(=O)(OC)OC.ClC(Cl)Cl.ClC(Cl)Cl.ClC(Cl)Cl.ClC(Cl)Cl", "charge": 0}

{"formula": "F6Li3N3O12S6", "method": "wB97M-V/def2-TZVPD", "symbols": ["Li", "Li", "Li", "N", "S", "O", "O", "F", "S", "O", "O", "F", "N", "S", "O", "O", "F", "S", "O", "O", "F", "N", "S", "O", "O", "F", "S", "O", "O", "F"], "xyz": [[-1.980724, -3.949380, 0.207899], [-0.120238, -0.058573, -0.039346], [2.065178, 1.692280, -2.582995], [1.084970, -1.567676, -2.683843], [0.471463, -2.125305, -4.170444], [-0.456885, -3.283777, -4.018775], [1.243164, -2.073332, -5.377203], [-0.593971, -0.913538, -4.225160], [1.865090, -2.939465, -2.538533], [2.702594, -3.600717, -3.557672], [1.098406, -3.730625, -1.638637], [2.942112, -2.291005, -1.557614], [0.266721, 3.260009, -0.419927], [-0.989250, 4.264288, -0.943243], [-0.742549, 5.711354, -1.026541], [-2.374637, 3.849129, -0.494512], [-0.933381, 3.705724, -2.481205], [0.772240, 4.187626, 0.670772], [-0.089058, 4.816506, 1.670900], [1.911958, 4.969471, 0.296552], [1.430337, 3.053629, 1.625132], [-1.153826, -1.554655, 2.630139], [-0.039912, -2.139818, 3.838809], [0.192370, -3.607414, 3.662344], [0.053741, -1.677537, 5.214557], [1.195651, -1.422147, 3.121705], [-2.075054, -0.874511, 3.628576], [-1.720927, 0.431301, 4.118625], [-2.911230, -1.721547, 4.519750], [-3.114351, -0.410296, 2.549891]], "forces_ev_per_a": [[0.32, -0.01, 0.28], [-0.12, 0.15, 0.59], [-0.17, 0.24, 0.04], [-0.24, -0.53, -4.39], [-5.59, 0.01, -1.81], [2.63, 2.44, 0.10], [-0.25, 0.72, 1.51], [0.57, 0.04, -0.40], [4.75, -2.60, 3.55], [-2.50, 2.04, 1.78], [-0.46, -1.25, 0.30], [0.66, -0.05, 0.14], [-3.36, -0.20, -2.77], [-5.68, 0.52, -1.34], [0.24, -3.50, 0.04], [4.87, 0.75, -1.21], [0.22, 0.30, 0.83], [4.36, 3.28, 8.09], [-0.03, -1.25, -2.60], [-0.25, -0.43, -0.80], [0.03, -0.51, -0.79], [3.57, -2.58, 1.07], [3.44, -4.15, 0.01], [-1.06, 3.77, -0.31], [-1.11, -0.09, -2.64], [-0.02, -0.29, 0.09], [-7.40, 3.63, 4.07], [1.09, -1.23, 0.13], [2.59, 1.03, -2.02], [-1.10, -0.24, -1.54]], "mulliken_charge": [0.967, 0.960, 0.936, -0.310, 1.005, -0.560, -0.500, -0.262, 1.061, -0.515, -0.587, -0.288, -0.282, 1.028, -0.487, -0.541, -0.279, 1.038, -0.534, -0.593, -0.303, -0.319, 1.071, -0.616, -0.454, -0.232, 1.012, -0.546, -0.589, -0.281], "de_lowest_kcal_mol": 254.7, "energy_ha": -4077.84507, "molar_mass_da": 561.22, "e_lumo_ev": -3.5934, "charge": 0}

charge of number 2 (F6Li3N3O12S6)? 0